No. 1
{
  "formula": "C14H18N7OS6V",
  "method": "wB97M-V/def2-TZVPD",
  "species": ["V", "N", "C", "S", "N", "N", "C", "C", "C", "C", "C", "C", "N", "H", "H", "H", "H", "H", "H", "H", "S", "S", "S", "S", "S", "C", "N", "C", "C", "C", "C", "H", "H", "H", "H", "H", "C", "N", "C", "N", "O", "H", "H", "H", "H", "H", "H"],
  "coordinates": [[-0.69610, -0.93119, -0.19970], [-3.06173, 2.22020, 2.00912], [-2.38705, 1.15430, 1.53604], [-1.79861, 1.25208, -0.09393], [-2.23261, 0.14667, 2.36291], [-1.53971, -0.87452, 1.80532], [-1.41900, -1.94539, 2.49508], [-0.71885, -3.06242, 1.87923], [-0.56010, -4.28395, 2.51102], [0.10263, -5.30086, 1.84168], [0.58730, -5.06649, 0.56758], [0.38782, -3.81998, -0.00488], [-0.25385, -2.84219, 0.63459], [-3.30024, 2.97244, 1.39144], [-3.47979, 2.16033, 2.92121], [-1.84842, -2.02116, 3.48816], [-0.95687, -4.42718, 3.50651], [0.23725, -6.26604, 2.31207], [1.10845, -5.83184, 0.01112], [0.73976, -3.58543, -0.99894], [0.37839, -0.96129, -2.24708], [-0.92286, -1.78785, -3.64121], [-1.93941, -3.11849, -2.45253], [-2.76615, -1.88713, -1.03333], [2.50218, 3.34689, -1.13260], [1.02323, 3.49414, -1.91979], [0.41575, 2.39148, -2.44196], [-0.77061, 2.38119, -3.09128], [-1.45094, 3.53917, -3.28894], [-0.88305, 4.72613, -2.77919], [0.30879, 4.70890, -2.11349], [0.86928, 1.49240, -2.29847], [-1.11619, 1.40509, -3.40652], [-2.39771, 3.53294, -3.80621], [-1.40248, 5.66656, -2.91621], [0.75189, 5.60909, -1.71513], [3.85817, -0.46479, 0.56297], [3.07661, 0.57430, 1.20850], [1.75240, 0.65503, 1.02958], [1.09487, 1.72184, 1.55122], [1.16442, -0.26915, 0.42387], [4.90486, -0.17261, 0.58534], [3.54463, -0.57820, -0.47373], [3.74383, -1.42209, 1.07196], [3.54842, 1.34216, 1.64939], [1.62287, 2.58255, 1.57001], [0.17848, 1.84438, 1.12923]],
  "forces_ev_per_a": [[-0.0603, 0.1341, 0.2445], [0.0352, 0.0151, 0.0318], [0.0430, -0.0410, 0.0203], [-0.0654, 0.0248, -0.0858], [-0.0081, 0.0283, 0.0112], [0.0462, -0.0163, -0.1019], [0.0085, 0.0133, 0.0199], [0.0166, -0.0064, -0.0451], [0.0297, -0.0307, 0.0128], [-0.0159, -0.0072, 0.0294], [0.0086, 0.0048, -0.0168], [-0.0296, 0.0127, 0.0384], [-0.0201, -0.0614, -0.0619], [-0.0193, 0.0032, -0.0043], [-0.0195, 0.0001, -0.0089], [-0.0085, -0.0021, 0.0058], [0.0045, -0.0018, 0.0015], [-0.0018, 0.0064, -0.0009], [-0.0017, 0.0024, 0.0006], [-0.0005, 0.0091, -0.0091], [0.1023, 0.0101, -0.1542], [-0.0308, -0.0203, -0.0012], [0.0089, -0.0079, -0.0394], [0.0213, 0.0051, 0.0022], [0.0572, 0.0277, 0.0365], [-0.0255, -0.0495, 0.0126], [-0.0674, -0.0259, -0.0169], [0.0190, -0.0130, 0.0072], [-0.0221, 0.0209, -0.0178], [0.0148, 0.0057, 0.0054], [0.0015, -0.0322, -0.0138], [0.0423, 0.0151, -0.0007], [-0.0024, 0.0036, -0.0050], [0.0035, 0.0073, 0.0090], [0.0011, -0.0015, 0.0070], [-0.0052, 0.0101, -0.0088], [0.0030, 0.0238, -0.0343], [0.0250, -0.0674, 0.0335], [-0.0259, 0.0777, -0.0640], [0.0147, -0.0390, -0.0761], [-0.0627, -0.0809, 0.2159], [-0.0002, -0.0045, 0.0122], [0.0099, -0.0062, -0.0044], [-0.0103, 0.0005, 0.0007], [0.0104, 0.0492, -0.0353], [0.0235, 0.0198, 0.0003], [-0.0477, -0.0160, 0.0479]],
  "lowdin_spin": [1.968, -0.002, -0.002, -0.008, -0.002, -0.010, 0.023, 0.004, 0.003, 0.005, 0.002, 0.005, -0.003, 0.000, 0.000, 0.001, 0.000, 0.000, 0.000, 0.000, -0.043, 0.008, 0.009, 0.007, 0.000, 0.000, 0.000, 0.000, 0.000, 0.000, 0.000, 0.000, 0.000, 0.000, 0.000, 0.000, 0.000, 0.004, 0.007, 0.002, 0.022, 0.000, 0.000, 0.000, 0.000, 0.000, 0.000],
  "e_above_lowest_ev": 0.0494,
  "s_squared": 2.0296,
  "multiplicity": 3,
  "orbital_gap_ha": [0.2418, 0.2363],
  "lumo_ha": [-0.0226, -0.0280]
}



No. 2
{
  "formula": "C14H19BBr3IN3O2",
  "method": "wB97M-V/def2-TZVPD",
  "species": ["C", "C", "Br", "C", "Br", "C", "C", "N", "B", "O", "N", "C", "C", "C", "C", "N", "C", "C", "O", "C", "C", "C", "Br", "H", "H", "H", "H", "H", "H", "H", "H", "H", "H", "H", "H", "H", "H", "H", "H", "H", "H", "H", "I"],
  "coordinates": [[-2.61797, 3.30376, -1.52747], [-1.86780, 2.02715, -1.74256], [-1.61781, 1.66289, -3.58314], [-1.41734, 1.25879, -0.76708], [-1.80258, 2.03295, 0.97314], [-0.64530, -0.04195, -0.85855], [-0.97385, -0.86859, -2.03757], [-1.22651, -1.44692, -2.99921], [-1.01941, -1.11723, 0.32238], [-1.28760, -2.42803, -0.03704], [-1.05857, -0.85160, 1.77094], [-2.49122, -0.98309, 2.14976], [-0.39183, -1.97694, 2.46152], [0.92563, 0.15993, -0.91442], [1.27978, 1.00268, -2.09377], [1.51483, 1.72749, -2.95383], [1.70543, -1.16056, -1.10800], [2.31800, -1.26877, -2.48994], [3.62674, -1.26069, -2.66640], [1.47659, 1.03806, 0.25559], [1.87927, 0.30601, 1.54676], [1.28062, 1.01096, 2.77484], [3.85706, 0.48445, 1.74260], [-2.98483, 3.68552, -2.46883], [-1.93246, 4.04417, -1.13457], [-3.46018, 3.17537, -0.86455], [-0.49619, -2.89219, -0.31379], [-2.89119, -1.97141, 1.93749], [-2.57221, -0.71744, 3.19794], [-3.11240, -0.27472, 1.61294], [0.00439, -1.66172, 3.42101], [-1.05887, -2.81218, 2.65747], [0.42670, -2.38090, 1.87912], [2.55619, -1.25413, -0.44179], [1.12207, -2.07276, -1.00025], [1.60229, -1.35454, -3.34482], [2.38965, 1.44134, -0.15713], [0.85413, 1.89917, 0.43241], [1.72108, -0.75410, 1.52313], [0.58406, 0.40736, 3.33859], [0.77854, 1.93419, 2.52878], [2.06897, 1.28530, 3.46053], [2.95409, -2.33706, -4.48218]],
  "forces_ev_per_a": [[0.0603, 0.1365, -0.5544], [-0.4143, 0.3833, -0.8155], [-0.1533, 0.0545, 0.0054], [0.1012, -0.0774, 0.2320], [0.2815, -0.2971, -0.1472], [0.1239, -1.0095, 0.4148], [-0.4143, 0.8460, -0.8701], [0.0835, -0.2034, 0.4872], [0.2717, -0.3971, 0.5847], [0.2774, 0.4409, 0.4009], [-0.6136, -0.9628, -0.3778], [0.0878, 0.9679, -0.0508], [0.1313, 0.0604, 0.0935], [0.3608, 0.7115, -0.0474], [-0.7380, 0.1256, -0.2191], [0.1579, 0.0331, 0.2544], [1.0048, -0.7461, 0.1970], [3.3608, 1.0984, 0.5698], [-3.7115, 3.5237, 6.0202], [0.7907, -1.1362, -0.4556], [-0.0957, 1.6708, 0.4223], [0.3420, -0.2063, 0.5054], [-0.0680, -0.3817, -0.1421], [-0.0804, 0.0106, -0.2357], [0.0393, 0.2399, 0.3191], [-0.1208, -0.0050, 0.3124], [-0.1239, -0.4138, -0.6819], [0.0545, -0.3075, 0.1871], [-0.1899, -0.2173, 0.3010], [-0.0285, 0.2016, -0.1442], [0.0988, 0.2242, 0.1967], [-0.1998, -0.1497, -0.0959], [0.3271, -0.0043, -0.0793], [-0.0520, 0.1915, 0.4838], [-0.3413, 0.0040, 0.1415], [-0.0010, 1.6007, 1.3411], [0.2332, 0.1975, -0.0791], [-0.3988, 0.0428, 0.1518], [-0.1139, -0.2907, 0.0248], [-0.2448, -0.2644, -0.1199], [-0.1857, 0.1583, -0.3091], [0.1847, 0.0050, 0.2331], [-0.0838, -5.8584, -8.4548]],
  "lowdin_charge": [-0.208, -0.726, 0.871, -0.538, 0.920, -0.243, -0.262, 0.227, -0.556, 0.150, -0.124, -0.109, -0.089, -0.306, -0.222, 0.211, -0.094, -0.623, -0.488, -0.180, -0.645, -0.156, 0.689, 0.045, 0.076, 0.051, 0.109, 0.087, 0.093, 0.042, 0.083, 0.086, 0.082, 0.103, 0.112, -0.119, 0.082, 0.076, 0.046, 0.051, 0.043, 0.031, 0.324],
  "orbital_gap_ha": 0.1217,
  "total_charge": -1,
  "lumo_ha": 0.0654
}



| no. | calculated total energy (Ha) |
| --- | --- |
| 1 | -4336.143950 |
| 2 | -8904.060205 |